No. 1
Here is a cluster of 3 separate species, C23H55BrClN3O6P2 in total from the Open Molecules 2025 dataset. Energies are from ωB97M-V/def2-TZVPD.

```
91
Properties=species:S:1:pos:R:3:forces:R:3
C 7.144751 -1.495881 0.944785 0.3003 0.9092 -0.6335
C 6.879798 -0.475762 -0.181216 -0.3027 -0.6196 0.4099
C 5.481129 0.158410 -0.085329 -0.0231 -0.4699 -1.4465
N 5.444853 1.577442 -0.464217 0.2384 0.0024 0.4848
P 5.009951 2.779734 0.758435 1.2493 -0.3782 0.3955
C 6.231878 2.072156 2.022229 -0.0851 0.2252 -0.2069
C 5.725886 4.103213 -0.381557 -0.0070 -0.3922 -0.4942
C 5.202961 3.941208 -1.786902 3.7929 -0.9321 1.5774
O 4.133488 4.102373 -2.121329 -4.8135 0.8878 -1.6042
Br 6.522070 3.387245 -3.158862 0.3945 0.0311 0.0159
C 3.168674 2.534605 0.669655 -1.2125 0.6753 -0.6327
C 2.397534 3.896312 0.522638 0.1148 -0.3237 -0.2238
C 2.610038 1.542422 -0.366652 0.3328 -1.5922 0.5374
C 2.326383 0.167496 0.320002 -1.0456 0.9629 -0.2433
C 0.883121 0.194250 0.864010 1.0047 -0.4258 0.1276
P 4.649535 4.514781 2.256065 -1.0946 1.9338 -0.1674
O 6.164899 5.251603 2.390745 -0.3129 -1.1984 0.9238
Cl 4.223612 3.611069 4.118640 0.4870 -0.0713 -0.3089
H 6.736704 -1.111508 1.873602 0.0746 -0.2107 0.3012
H 8.217533 -1.623267 1.022042 0.2049 -0.2071 0.3169
H 6.717487 -2.452767 0.685234 -0.2950 -0.2647 0.1773
H 6.928896 -1.047167 -1.102171 0.1287 0.1675 -0.3787
H 7.669204 0.271285 -0.248997 0.0263 0.1728 0.2488
H 4.988284 -0.093539 0.849922 0.1604 0.4024 0.3078
H 4.900423 -0.370710 -0.844828 -0.3644 -0.0768 0.1288
H 6.382143 1.801004 -0.781836 -0.0596 0.0665 -0.1522
H 5.812197 1.218456 2.539537 -0.0727 -0.2728 -0.0534
H 7.143226 1.792447 1.505631 0.0331 -0.3296 -0.1911
H 6.525621 2.777895 2.790432 -0.1539 0.1739 0.0117
H 6.795462 3.953834 -0.431918 0.2924 0.2345 0.4779
H 5.467181 5.113456 -0.076500 0.1286 0.1302 0.1118
H 2.852808 2.171846 1.645989 0.2981 -0.1879 0.2817
H 2.009554 4.238132 1.470095 0.2140 0.3210 0.3114
H 1.523919 3.761423 -0.104267 -0.0772 -0.2703 -0.1973
H 2.977057 4.665243 0.035631 0.0967 0.3167 0.1008
H 1.633378 1.831130 -0.726868 -0.1580 0.6339 -0.0113
H 3.210242 1.420611 -1.261551 0.3941 0.1496 0.1157
H 2.944029 0.042352 1.201155 0.4996 -0.3345 -0.1226
H 2.436643 -0.652268 -0.379863 0.2297 -0.2328 -0.0143
H 0.636547 -0.789263 1.253482 -0.3464 -0.0497 0.0016
H 0.178613 0.507606 0.102452 -0.2284 -0.0548 -0.0430
H 0.857933 0.878518 1.706961 -0.3193 0.2498 0.0839
H 6.464253 5.071442 3.299098 0.3352 0.2666 -0.3349
C -2.316843 -0.973468 0.693432 0.0373 -0.0268 0.1733
O -2.063806 -0.257692 1.890490 -0.2104 -0.0579 -0.2766
C -2.656876 1.035821 1.904322 0.2708 0.1795 0.3655
C -3.752229 1.110538 2.948031 -0.0965 -0.2770 -0.1364
N -4.906298 0.311054 2.551761 0.0543 0.1307 0.1407
C -5.910277 0.150924 3.601053 0.0036 -0.1755 -0.2450
C -5.513165 -0.640493 4.844865 -0.2970 0.0813 0.1535
O -5.274505 -2.015276 4.601851 0.1890 0.1140 0.0235
C -3.952263 -2.341576 4.209731 -0.1889 -0.1941 -0.0421
H -1.737948 -1.895615 0.722599 0.0245 0.0288 0.0511
H -3.376249 -1.235131 0.604063 -0.0034 0.0363 -0.1667
H -2.007497 -0.397053 -0.182214 -0.0927 -0.0454 -0.0653
H -3.032627 1.318306 0.916505 -0.0722 -0.1148 -0.0059
H -1.868522 1.745677 2.176227 -0.0165 0.0179 -0.0364
H -4.062159 2.152483 3.069819 -0.0310 -0.0102 0.0214
H -3.326516 0.764870 3.899234 0.1115 0.1558 0.0368
H -4.586183 -0.606564 2.270017 -0.0025 0.0054 -0.0226
H -6.763343 -0.358399 3.145348 -0.0397 0.0102 0.0789
H -6.260917 1.141455 3.907128 0.0599 0.0167 0.0264
H -6.362462 -0.605231 5.533255 0.0062 -0.0233 -0.0098
H -4.669588 -0.188346 5.379359 0.1074 -0.0388 -0.1105
H -3.214556 -1.664793 4.647550 -0.0069 0.0599 -0.0489
H -3.853388 -2.340783 3.120715 0.1553 0.0827 0.0037
H -3.742989 -3.354222 4.555970 -0.0396 0.0158 0.0418
C -1.816036 -1.251234 -3.370591 -0.0279 -0.1341 0.1443
O -2.946214 -1.550171 -2.570613 0.1391 0.1462 -0.2477
C -4.100633 -0.786620 -2.912327 -0.2669 -0.0682 0.3937
C -5.182815 -1.680449 -3.481900 0.2537 -0.1297 -0.1747
N -4.812181 -2.175688 -4.802775 -0.1528 0.0009 0.1370
C -5.698595 -3.215637 -5.320370 0.2730 0.0475 -0.1233
C -5.725539 -4.553517 -4.585010 -0.2619 -0.1033 -0.1937
O -4.513884 -5.282523 -4.667815 -0.0227 0.1010 0.1972
C -3.552825 -4.976885 -3.672854 0.0890 -0.1428 -0.2156
H -0.967102 -1.797749 -2.961095 -0.0398 -0.0144 0.0369
H -1.964041 -1.568949 -4.407665 0.0414 0.1225 -0.0518
H -1.587429 -0.181404 -3.345602 0.0108 0.0057 -0.0712
H -3.856519 0.027308 -3.600383 0.0628 -0.0928 -0.0886
H -4.473036 -0.338771 -1.985169 0.0087 0.0320 -0.0209
H -6.113188 -1.110933 -3.560089 -0.0163 -0.0258 -0.0162
H -5.341158 -2.502092 -2.770744 -0.0954 0.1066 0.1428
H -3.871687 -2.546356 -4.760548 0.0084 0.0149 -0.0187
H -5.386140 -3.411617 -6.349227 -0.0690 -0.0546 -0.0034
H -6.716736 -2.817497 -5.370256 -0.0048 0.0056 0.0667
H -6.478621 -5.175559 -5.077102 0.0245 -0.0079 -0.0015
H -6.047981 -4.453740 -3.542005 0.1324 0.0701 0.0478
H -4.017609 -4.675414 -2.730871 -0.0166 0.0726 -0.0162
H -2.868605 -4.194945 -4.014001 -0.0019 0.0837 0.1529
H -2.960120 -5.874911 -3.495704 -0.0499 -0.0252 -0.0161
```
Positions in Å, forces in eV/Å.

## Properties
**Electronic energy**: -5241.81907 hartree
**Gap between HOMO and LUMO**: 7.81 eV
**SMILES string**: CCCNP(C)(CC(=O)Br)([C@@H](C)CCC)P(O)Cl.COCCNCCOC.COCCNCCOC
**HOMO level**: -0.270 Ha

Table of Löwdin atomic charges, one value per atom, all in e: -0.095, -0.236, -0.284, -0.217, 0.711, -0.214, -0.268, -0.873, 0.085, 0.655, -0.418, -0.153, -0.208, -0.246, -0.101, 0.476, -0.420, 0.140, 0.060, 0.067, 0.069, 0.100, 0.096, 0.084, 0.105, 0.026, 0.041, 0.045, -0.011, 0.074, 0.071, 0.087, 0.050, 0.074, 0.036, 0.089, 0.097, 0.086, 0.101, 0.072, 0.066, 0.076, 0.026, -0.122, -0.210, -0.216, -0.213, -0.052, -0.201, -0.229, -0.178, -0.099, 0.092, 0.080, 0.072, 0.123, 0.119, 0.123, 0.107, 0.069, 0.118, 0.117, 0.120, 0.110, 0.089, 0.071, 0.087, -0.113, -0.214, -0.214, -0.213, -0.052, -0.200, -0.228, -0.178, -0.100, 0.088, 0.081, 0.088, 0.124, 0.118, 0.124, 0.107, 0.069, 0.118, 0.118, 0.120, 0.110, 0.089, 0.071, 0.087

No. 2
Here is the molecule C8H15N4O2P from the Open Molecules 2025 dataset. Energies are from ωB97M-V/def2-TZVPD.

```
30
Properties=species:S:1:pos:R:3:forces:R:3
C 2.299077 -2.951111 0.744798 3.6619 -0.6885 -1.6636
C 2.653486 -1.514121 0.818842 1.2944 3.0636 2.2021
O 1.575434 -0.575505 0.517672 0.1639 -0.7377 0.4213
P 1.094938 -0.131558 -0.912345 -2.5990 1.6194 2.4112
O 2.099813 -0.028342 -1.933986 1.3930 0.2283 -1.3500
N -0.245950 -1.070010 -1.318808 0.4124 0.9942 0.1557
C -1.369597 -0.611752 -0.652781 -1.2002 -1.0678 0.7287
N -2.320365 -1.457966 -0.464516 2.9496 -0.6342 -2.5725
C -3.348937 -1.468969 0.256133 -1.8005 -0.4840 1.0048
N -4.295837 -1.766074 0.834012 -1.4039 0.1645 1.0674
N -1.397092 0.642414 -0.202785 1.5720 1.5540 0.1846
C -2.635501 1.205001 0.384880 0.6511 0.9080 -2.2600
C -0.128575 1.446938 -0.329238 1.0745 -3.7865 1.2196
C 0.289349 2.123588 0.998954 3.0296 -0.8276 -3.2046
C -0.047848 2.291541 -1.554099 -1.5011 -0.4930 1.2614
H 1.509097 -3.387184 1.194911 -3.1961 -0.2966 1.8101
H 2.305143 -3.352729 -0.262460 -0.1704 0.3467 -0.5763
H 3.118431 -3.549949 1.178203 0.1691 0.5041 0.0262
H 3.535989 -1.155403 0.232977 -0.7556 -1.0030 -0.1162
H 2.988218 -1.115796 1.880063 -0.9301 -1.3527 -1.7207
H -0.183694 -2.067555 -1.506526 -0.3108 0.3582 0.1176
H -3.395428 1.002967 -0.404316 0.0049 0.3521 1.0684
H -2.869276 0.784709 1.327318 -0.3595 -0.5543 0.8052
H -2.503795 2.304320 0.505628 -0.0538 -0.8041 -0.2225
H 1.299684 2.563959 0.838411 -0.5438 -0.0568 -0.2453
H 0.449170 1.653567 1.904029 -0.2333 -2.1832 1.4945
H -0.304478 2.903644 1.204850 -2.4768 3.0741 0.5253
H -0.201372 1.540903 -2.309301 0.3825 0.5760 -1.2389
H 0.900167 2.750385 -1.430012 0.8987 0.6348 -1.0374
H -0.870262 2.990095 -1.540495 -0.1226 0.5918 -0.2962
```
Positions in Å, forces in eV/Å.

## Properties
**Electronic energy**: -1024.69203 hartree
**ΔE to the lowest compared entry with this formula, charge and spin**: 0.000 eV
**Gap between HOMO and LUMO**: 9.29 eV
**SMILES string**: CCO[P@@]1(=O)N/C(=N/C#N)N(C)C1(C)C
**HOMO level**: -0.324 Ha

Table of Löwdin atomic charges, one value per atom, all in e: -0.079, -0.243, -0.241, 0.600, -0.243, 0.043, -0.429, 0.132, -0.473, 0.113, -0.051, 0.001, -0.413, -0.029, -0.057, 0.041, 0.082, 0.096, 0.125, 0.154, 0.136, 0.113, 0.074, 0.103, 0.106, 0.058, 0.032, 0.078, 0.083, 0.089

No. 3
Here is a structure of composition C26H28N12O5Ru from the Open Molecules 2025 dataset. Energies are from ωB97M-V/def2-TZVPD.

```
72
Properties=species:S:1:pos:R:3:forces:R:3
Ru 1.124781 -0.236433 0.280121 -0.3467 0.1771 0.1960
N 1.077426 -3.553931 1.051672 0.0046 0.0014 -0.0203
C 0.973920 -2.669780 2.114381 -0.0071 -0.0103 -0.0649
N 0.822249 -3.006993 3.383028 -0.0098 -0.0048 0.0058
N 0.762945 -1.826413 4.033080 -0.0333 0.0071 0.0135
N 0.860953 -0.845330 3.198731 -0.0316 -0.0254 0.0383
N 1.008647 -1.355103 1.961720 -0.1016 0.1357 0.0279
C 0.606688 -3.185965 -0.195671 -0.0186 -0.0152 0.0647
N 0.154649 -4.039310 -1.100544 -0.0181 0.0194 -0.0050
N -0.207985 -3.267325 -2.139850 -0.0063 -0.0162 -0.0007
N 0.007278 -2.024229 -1.878161 0.0213 -0.0164 0.0340
N 0.540078 -1.932919 -0.639038 0.1019 0.0440 -0.0695
H 0.935589 -4.523031 1.283433 -0.0065 -0.0010 0.0079
C -3.464052 -3.895844 2.300429 0.0177 0.0011 0.0226
C -3.784232 -2.470753 2.658441 0.0542 -0.0004 0.0184
C -5.012031 -1.900280 2.349855 -0.0388 -0.0034 -0.0169
C -5.273535 -0.566445 2.628264 -0.0125 -0.0036 -0.0206
C -4.313110 0.217053 3.251171 -0.0222 0.0090 -0.1236
N -4.607438 1.589350 3.482470 0.0099 0.0822 -0.0151
C -3.756214 2.670797 3.494030 0.1221 -0.0879 0.0606
O -4.008061 3.669353 4.144748 -0.0315 0.0566 -0.0166
N -2.596580 2.584440 2.745467 -0.1163 -0.0567 -0.0194
C -2.373889 1.779635 1.605089 0.0073 -0.0949 0.0734
C -3.329884 1.622315 0.610936 -0.0043 0.0095 0.0350
C -3.059200 0.755051 -0.430614 -0.0045 -0.0777 0.0333
C -1.840117 0.098703 -0.475849 -0.0103 -0.0074 -0.0549
N -0.900918 0.288917 0.457544 0.4029 0.2527 0.0135
C -1.174773 1.093364 1.492053 -0.1698 -0.1618 0.0376
C -3.098209 -0.352859 3.610462 0.0261 0.0412 0.0387
C -2.835528 -1.675449 3.299373 -0.0082 0.0004 -0.0603
H -4.330218 -4.399738 1.871634 0.0101 -0.0029 -0.0053
H -3.136577 -4.456247 3.177080 -0.0033 0.0027 0.0091
H -2.650375 -3.937331 1.574560 0.0037 -0.0035 -0.0346
H -5.769724 -2.497687 1.855653 -0.0002 -0.0023 0.0022
H -6.218591 -0.121584 2.338238 0.0013 0.0045 0.0038
H -5.464755 1.792668 3.970534 0.0162 0.0215 0.0272
H -1.954500 3.337705 2.929964 -0.0139 0.0102 0.0147
H -4.273183 2.148610 0.676632 -0.0050 0.0055 0.0099
H -3.786697 0.576975 -1.210351 0.0045 0.0039 -0.0033
H -1.584985 -0.592685 -1.269417 0.0161 0.0265 -0.0220
H -0.429890 1.128404 2.280669 0.0352 0.0715 -0.0287
H -2.343776 0.241936 4.109903 0.0112 -0.0216 0.0105
H -1.868406 -2.089583 3.551666 0.1082 -0.0465 0.0608
O 5.965850 2.302067 -0.899840 -0.0244 0.0776 0.0056
C 4.742609 2.404691 -1.431839 0.0141 0.0368 0.0138
C 4.488732 3.617687 -2.129705 0.0064 -0.0008 -0.0007
C 3.221433 3.868699 -2.672712 0.0026 -0.0100 0.0100
C 2.271068 2.905278 -2.654243 0.0203 -0.0115 -0.0135
C 2.519117 1.525450 -2.114439 0.0154 0.0165 0.0538
C 3.771549 1.437055 -1.276459 -0.0265 0.0142 -0.0188
C 4.087663 0.298388 -0.336852 -0.0233 0.0466 0.0886
O 5.300137 0.050382 -0.154834 -0.0099 -0.0112 0.0771
O 3.181282 -0.318495 0.302740 0.0762 -0.3042 -0.2089
H 5.978423 1.367794 -0.509100 0.0469 -0.0446 -0.0450
H 5.282666 4.350229 -2.166533 -0.0028 0.0034 0.0002
H 3.006200 4.835393 -3.111651 -0.0004 -0.0011 -0.0015
H 1.292405 3.093009 -3.080364 -0.0004 -0.0007 -0.0020
H 0.561400 1.360660 -1.786240 0.0261 -0.0568 -0.0498
C 1.162765 0.363859 -3.944363 0.0069 -0.0004 -0.0179
C 2.555778 0.492750 -3.316853 -0.0087 0.0165 -0.0033
C 3.030812 -0.888552 -2.860899 -0.0184 -0.0137 0.0047
C 3.533681 0.996872 -4.384146 0.0012 -0.0056 0.0115
O 1.359471 1.247509 -1.255228 -0.0667 -0.0927 -0.1489
H 1.236458 -0.257906 -4.838980 0.0010 0.0021 0.0013
H 0.760691 1.330317 -4.261215 -0.0046 0.0022 -0.0007
H 0.462818 -0.145713 -3.280415 0.0031 -0.0001 -0.0062
H 2.897030 -1.595092 -3.682952 -0.0002 0.0005 -0.0032
H 2.466251 -1.264024 -2.011674 0.0144 0.0139 -0.0149
H 4.089607 -0.873621 -2.597974 -0.0008 -0.0087 -0.0108
H 3.676526 0.208721 -5.126160 -0.0009 0.0040 -0.0036
H 4.508245 1.230563 -3.952394 0.0016 -0.0039 0.0023
H 3.161566 1.883999 -4.898205 -0.0024 0.0077 0.0035
```
Positions in Å, forces in eV/Å.

## Properties
**Electronic energy**: -2135.85232 hartree
**Charge**: -1
**ΔE to the lowest compared entry with this formula, charge and spin**: 0.830 eV
**Gap between HOMO and LUMO (spin up / spin down)**: 7.12 / 6.00 eV
**HOMO level (spin up / spin down)**: -0.181 / -0.181 Ha
**<S²>**: 0.790
**Spin multiplicity**: 2

Table of Löwdin atomic charges, one value per atom, all in e: 1.149, 0.142, -0.474, 0.018, -0.109, -0.075, -0.123, -0.456, 0.024, -0.089, -0.090, -0.112, 0.130, -0.044, -0.271, -0.050, -0.037, -0.265, 0.133, -0.546, 0.047, 0.137, -0.240, -0.006, -0.037, -0.110, -0.065, -0.070, -0.018, -0.019, 0.071, 0.083, 0.079, 0.106, 0.109, 0.147, 0.153, 0.124, 0.108, 0.083, 0.101, 0.122, 0.095, 0.049, -0.291, 0.020, -0.085, -0.016, -0.343, 0.010, -0.568, 0.026, -0.126, 0.061, 0.113, 0.105, 0.113, 0.086, -0.050, -0.488, -0.031, -0.038, -0.126, 0.092, 0.077, 0.050, 0.094, 0.053, 0.095, 0.087, 0.091, 0.083

One value per record, in order, for F_max: 0.100, 0.087, 0.009 Eh/bohr.